[1]
Formula: C4H9NO
Source: OMol25
Level of theory: wB97M-V/def2-TZVPD

Geometry as XYZ:
```
15
Properties=species:S:1:pos:R:3:forces:R:3
H 1.2157 0.4290 -1.6165 0.0434 -0.1329 0.0387
O 1.4543 -1.4873 -1.0372 0.0654 0.4675 0.0600
N -1.0057 0.2614 0.0525 -0.3333 0.3191 -0.0017
C 1.5783 -0.2971 -0.8603 0.0307 -0.2132 -0.0197
C -1.7932 1.2482 0.0376 0.1550 -0.1318 0.0068
H -1.3885 -1.6490 -0.6604 -0.0007 0.0707 0.1336
H -1.0158 -1.5628 1.0534 -0.0717 0.0707 -0.1090
H -1.3875 2.2482 -0.1266 -0.0572 -0.1153 0.0331
C -1.5612 -1.0622 0.2474 -0.0646 -0.1513 0.0318
H 2.5875 -0.4621 1.0219 -0.0348 0.1134 -0.0773
H -2.8799 1.1617 0.1786 0.1175 -0.0487 -0.0069
H -2.6367 -1.0549 0.4836 0.1563 0.0271 -0.0566
H 3.0821 0.9469 0.0304 -0.1246 -0.0933 0.0008
H 1.5119 0.9607 0.8525 0.1058 -0.0785 -0.1007
C 2.2388 0.3194 0.3430 0.0128 -0.1036 0.0672
```
Positions in Å, forces in eV/Å.

- 2S+1 = 1
- E_HOMO (eV) = -9.458
- Kohn-Sham gap (eV) = 10.48
- energy relative to the best compared isomer or geometry (same formula, charge and spin) (kcal per mole) = 48.2
- lowest unoccupied orbital energy (eV) = 1.0
- SMILES string = C=NC.CC=O
- molar mass (u) = 87.12

Let us look at the Löwdin charges, expressed in e, one per atom:
1 H 0.11
2 O 0.01
3 N -0.09
4 C -0.36
5 C -0.06
6 H 0.08
7 H 0.08
8 H 0.07
9 C -0.14
10 H 0.08
11 H 0.07
12 H 0.07
13 H 0.08
14 H 0.06
15 C -0.07

---

[2]
Formula: C47H46N6P2PbSe4
Source: OMol25
Level of theory: wB97M-V/def2-TZVPD

Geometry as XYZ:
```
106
Properties=species:S:1:pos:R:3:forces:R:3
C 1.7697 1.9073 -1.6026 -0.0160 -0.0286 0.0206
C -6.1403 2.4259 1.1644 -0.0017 0.0046 0.0006
C -4.7856 -1.1837 -1.2149 -0.0295 -0.0043 0.0217
H -1.1175 -1.0245 -5.5071 -0.0104 0.0059 -0.0052
C -1.1183 -0.1158 -4.9034 0.0094 0.0079 0.0153
C 0.6543 -3.7158 -4.4806 0.0100 0.0094 0.0021
H 2.6842 3.4953 1.9908 -0.0048 0.0081 -0.0066
C 2.7518 -2.4784 1.5603 0.0359 -0.0306 -0.0448
C 2.8701 1.1891 3.2204 0.0285 -0.0197 -0.0446
H -2.0546 -0.0778 -4.3352 -0.0266 -0.0324 0.0242
C -0.8708 2.3291 -4.8641 0.0219 -0.0061 0.0192
H -5.5847 -1.9122 -4.4233 -0.0003 -0.0012 0.0025
H 1.1094 3.2335 4.8349 0.0076 -0.0052 -0.0010
H 0.1386 -1.0090 -3.4773 -0.0199 0.0257 0.0328
H 2.7084 1.5295 5.3379 -0.0053 -0.0016 0.0010
H -0.3674 3.6670 6.7550 -0.0019 -0.0005 -0.0008
H -1.8072 2.4935 -4.3129 -0.0093 0.0014 -0.0036
C 0.3186 2.5317 5.0740 -0.0089 -0.0165 0.0387
H -0.5584 -4.0527 -2.7300 -0.0026 0.0050 0.0047
Se -2.5017 -1.9058 0.9207 0.1422 -0.2497 0.1782
C 5.6186 1.2198 3.6402 -0.0024 -0.0004 0.0002
H -3.8749 -0.7091 -3.0823 0.0150 0.0181 -0.0275
H 0.7196 4.1671 -3.9463 0.0020 0.0069 0.0048
H -4.9510 1.4458 4.1812 0.0064 0.0070 0.0035
H 2.0345 5.4890 0.6904 0.0020 -0.0005 0.0008
C -6.7135 -2.5243 -2.7057 0.0042 0.0089 0.0057
C -5.6592 -1.8901 -3.3433 -0.0035 0.0068 -0.0071
C 0.0276 4.8066 0.3506 -0.0008 0.0009 0.0041
P 1.1167 1.0975 2.7988 -0.1062 0.0675 -0.0063
H -1.1186 -0.3094 3.9151 0.0266 -0.0033 0.0154
C 3.7480 0.9660 2.1602 -0.0179 -0.0055 -0.0031
H -0.1374 1.0443 -6.4236 0.0060 0.0027 0.0082
H 2.2642 3.9798 -1.9483 -0.0023 0.0074 0.0033
C 5.1183 0.9930 2.3669 -0.0042 -0.0060 0.0103
H -1.2579 1.8844 1.4728 -0.0183 0.0125 -0.0068
C 0.8010 -1.5655 2.4954 -0.0603 -0.0664 -0.0055
H -0.1306 3.6455 -2.4831 0.0047 0.0109 0.0052
N 1.1145 -2.9547 -2.2633 0.0101 -0.0094 -0.0264
H -6.8405 3.1240 0.7241 -0.0026 0.0027 0.0019
C 1.3131 4.7005 0.8636 -0.0021 0.0040 -0.0007
H 3.5528 -1.9770 -4.3477 0.0007 0.0016 0.0051
H 5.1382 1.5717 5.7028 0.0035 0.0004 -0.0005
H 1.1205 2.2014 -0.7709 -0.0002 0.0069 0.0175
C -1.5642 1.9131 6.4323 -0.0011 0.0044 0.0006
H -5.9120 -1.8106 0.5056 -0.0022 0.0045 -0.0004
H 6.6880 1.2289 3.8077 0.0012 0.0004 0.0017
N 0.0301 -0.1657 -4.0178 0.0183 -0.0211 -0.0670
H -1.8981 3.8606 0.1601 -0.0031 -0.0006 0.0026
C -4.6983 -1.2177 -2.5984 0.0187 0.0246 0.0139
C -0.5412 2.6813 1.3123 0.0351 -0.0087 -0.0207
C 0.1311 1.3927 4.2916 -0.0005 0.0231 -0.0142
H -5.5186 1.6277 -0.7267 0.0005 -0.0014 -0.0013
C 2.7730 -2.0126 3.8959 -0.0160 -0.0066 -0.0037
H -2.2205 2.1139 7.2694 -0.0019 -0.0017 0.0010
H 4.5689 -2.4338 2.6920 0.0019 -0.0102 -0.0009
H -0.0023 -4.2562 -5.1483 -0.0009 0.0010 0.0009
N 1.4383 -2.3395 1.4286 -0.0371 0.0847 0.0306
Se -2.2465 0.8997 -1.3813 -0.0839 -0.0032 -0.0613
C -0.5199 2.7844 6.1473 0.0009 0.0025 -0.0010
C 1.9566 3.1028 -2.5194 0.0073 -0.0038 0.0189
C -4.5060 0.6791 0.9143 0.0762 -0.0398 0.1309
H -1.8982 1.2288 -6.3923 0.0026 -0.0017 -0.0038
H -7.4652 -3.0448 -3.2851 0.0003 -0.0013 -0.0015
H -0.2286 -1.9275 2.5718 -0.0301 0.0002 0.0054
C 0.6367 3.3592 -3.2160 -0.0182 -0.0315 -0.0149
C 3.3779 1.4026 4.4978 -0.0072 0.0056 0.0021
C -1.7764 0.7987 5.6352 -0.0020 -0.0081 -0.0173
N 0.6769 -0.1662 1.9567 0.0041 -0.0658 0.0664
H -3.6464 -0.0771 2.7203 -0.0045 -0.0001 -0.0016
H 5.7911 0.8119 1.5388 0.0024 0.0002 -0.0003
H 0.8660 -1.6002 4.7281 -0.0031 0.0138 -0.0156
C -5.8456 -1.8257 -0.5762 0.0122 0.0034 0.0260
C 2.6305 -2.4474 -4.0377 0.0032 -0.0311 -0.0018
C 0.3453 -3.6100 -3.1341 -0.0239 -0.0121 -0.0006
H 3.3508 0.7506 1.1734 0.0021 0.0076 -0.0030
C 0.7528 2.5657 1.8186 -0.0070 -0.0067 0.0012
H -7.6279 -2.9847 -0.8172 -0.0001 0.0005 0.0017
C 2.2385 -2.4025 -2.7055 -0.0295 0.0302 0.0097
C -0.8996 3.7961 0.5727 -0.0015 0.0006 -0.0079
C -0.9334 0.5400 4.5628 -0.0279 0.0168 -0.0159
C 1.4646 -1.7070 3.8317 0.0291 -0.0265 0.0382
C 0.4947 0.9431 -3.3485 0.0364 0.0195 0.0684
C -6.8063 -2.4899 -1.3189 -0.0041 -0.0056 -0.0089
H -6.5517 3.0414 3.1796 -0.0024 0.0009 0.0012
C -1.0090 1.1216 -5.7700 -0.0063 -0.0044 -0.0021
H 2.7254 2.8919 -3.2676 0.0029 0.0049 0.0022
H -0.2533 5.6800 -0.2250 0.0009 0.0017 -0.0011
H 2.0896 -3.1662 -5.9848 0.0047 0.0016 0.0009
C 1.8168 -3.1125 -4.9388 -0.0112 -0.0024 0.0010
C -5.4045 1.5830 0.3503 -0.0058 -0.0007 -0.0036
C -5.9774 2.3784 2.5451 0.0000 0.0057 0.0043
C 4.7484 1.4158 4.7052 0.0060 -0.0025 0.0008
H 2.7260 1.6067 -1.1622 -0.0027 -0.0033 -0.0023
H -0.6700 3.2286 -5.4497 -0.0088 0.0028 0.0001
Pb 0.1903 -1.0566 -0.2892 0.0540 0.0205 0.1666
H 3.2717 -2.0840 4.8568 0.0123 0.0026 -0.0038
P -3.5130 -0.3714 -0.1903 -0.0534 0.1564 -0.3184
N 0.2369 2.1602 -3.9345 -0.0251 0.0112 -0.0251
C -4.3469 0.6300 2.2924 0.0004 0.0414 -0.0010
Se 3.7646 -3.1744 0.0686 -0.0308 -0.0141 0.0115
C 1.6786 3.5809 1.5987 0.0047 0.0076 0.0102
N 1.1960 0.7539 -2.2790 0.0635 0.0244 -0.1909
H -2.6026 0.1300 5.8407 -0.0009 -0.0042 0.0107
C 3.5000 -2.2893 2.6980 -0.0161 0.0191 -0.0005
C -5.0813 1.4838 3.1071 0.0009 0.0009 -0.0067
Se 3.3367 -1.4589 -1.4333 0.0878 0.0289 -0.0675
```
Positions in Å, forces in eV/Å.

- 2S+1 = 1
- E_HOMO (eV) = -6.262
- Kohn-Sham gap (eV) = 6.47
- energy relative to the best compared isomer or geometry (same formula, charge and spin) (kcal per mole) = 0.0
- lowest unoccupied orbital energy (eV) = 0.2
- molar mass (u) = 1279.91

These are the Löwdin partial charges, in e, on atoms 1 to 99:
1 C -0.25
2 C -0.08
3 C -0.41
4 H 0.12
5 C -0.20
6 C -0.06
7 H 0.10
8 C -0.76
9 C -0.29
10 H 0.08
11 C -0.17
12 H 0.10
13 H 0.11
14 H 0.08
15 H 0.10
16 H 0.10
17 H 0.12
18 C -0.09
19 H 0.12
20 Se 0.26
21 C -0.08
22 H 0.04
23 H 0.12
24 H 0.10
25 H 0.11
26 C -0.09
27 C -0.08
28 C -0.08
29 P 0.91
30 H 0.09
31 C -0.09
32 H 0.12
33 H 0.11
34 C -0.07
35 H 0.09
36 C -0.52
37 H 0.12
38 N -0.05
39 H 0.10
40 C -0.08
41 H 0.10
42 H 0.10
43 H 0.08
44 C -0.08
45 H 0.11
46 H 0.10
47 N 0.08
48 H 0.10
49 C -0.11
50 C -0.10
51 C -0.27
52 H 0.11
53 C -0.12
54 H 0.10
55 H 0.07
56 H 0.11
57 N -0.13
58 Se 0.26
59 C -0.07
60 C -0.15
61 C -0.42
62 H 0.12
63 H 0.10
64 H 0.04
65 C -0.16
66 C -0.07
67 C -0.07
68 N -0.25
69 H 0.05
70 H 0.11
71 H 0.09
72 C -0.10
73 C -0.10
74 C -0.13
75 H 0.09
76 C -0.28
77 H 0.10
78 C -0.69
79 C -0.09
80 C -0.07
81 C -0.09
82 C -0.45
83 C -0.08
84 H 0.10
85 C -0.16
86 H 0.12
87 H 0.11
88 H 0.11
89 C -0.06
90 C -0.10
91 C -0.09
92 C -0.07
93 H 0.09
94 H 0.12
95 Pb 1.10
96 H 0.10
97 P 0.10
98 N -0.04
99 C -0.11

---

[3]
Formula: C9H15B2F14NO6Tl
Source: OMol25
Level of theory: wB97M-V/def2-TZVPD

Geometry as XYZ:
```
48
Properties=species:S:1:pos:R:3:forces:R:3
H -3.4878 2.1231 -6.0361 -0.1194 0.2935 0.1465
C -0.5763 -1.0634 6.1506 1.1764 0.0858 -5.0706
O 8.2967 -0.3985 -4.4552 0.0652 0.7633 -0.5033
H -4.1750 4.7486 -2.3117 -0.5281 0.2392 0.1734
H -1.3435 3.5042 6.3857 0.2066 -0.1515 0.1921
H 8.9969 -2.9615 -3.9763 -0.2578 -0.0617 0.3131
H -0.0730 2.7758 5.3303 0.0705 0.0180 0.3457
H -2.2156 1.1240 6.7975 0.0082 -0.5534 -0.1240
H -5.0425 3.8999 -5.3534 -0.1978 0.4415 0.2365
H -1.7680 2.5968 4.9582 -0.0284 0.0387 -0.0932
O 7.2310 -1.1722 -2.7226 0.8611 0.7112 -0.8728
H -3.9932 1.1856 -4.6238 0.3610 0.1084 0.1332
O -0.3615 -1.7242 4.8901 -0.3744 0.3723 3.6401
C -4.7673 3.1677 -4.5943 0.7179 0.0835 -1.1575
F 3.2055 -5.2458 -0.0303 -0.9368 0.2851 -0.4788
B 4.3229 -5.4124 0.7812 -0.6619 -0.8387 -0.3569
F -2.9082 5.9986 -5.1059 2.7319 -0.8221 -1.8661
F -4.0320 -5.1040 -3.4549 -1.5035 0.3469 -0.9894
C -3.4296 4.7763 -3.1064 3.2212 -3.7994 -0.5357
F 5.3072 -5.9848 -0.0116 1.0264 -0.0818 -0.2681
F 4.0371 -6.2173 1.8591 -0.4035 -1.4120 0.9064
O -0.5453 0.2898 5.6896 -0.4013 -0.0663 1.7801
F -2.2176 -6.2452 -2.8778 1.2653 -2.1228 -0.5973
N 8.1903 -1.1131 -3.5002 -1.8290 -1.5035 1.8001
C 9.2112 -2.1475 -3.2837 1.5758 0.1246 -0.6248
H 10.1310 -1.6900 -3.6482 0.1074 -0.1320 0.1364
C 0.3686 -1.4587 7.3426 1.2325 -0.4328 1.0584
F 4.6607 -4.2167 1.3378 1.0206 2.3220 0.2250
F -3.2833 7.2072 -3.3889 0.4753 -1.0360 0.5048
C -1.1662 1.2868 6.5517 1.2602 1.2069 -0.6189
Tl 1.3688 0.1544 0.0064 0.0116 -0.4671 -0.0392
F -0.1511 -0.9960 8.4694 -1.6708 0.1770 0.8347
H -5.1057 1.4256 -5.8544 -0.2485 0.3698 -0.2978
C -1.0559 2.6433 5.7822 -0.4536 -1.1613 -0.0292
F 0.4670 -2.8144 7.5007 0.0054 1.6524 -0.8731
F -4.8145 6.2400 -4.4647 -1.6733 -0.8752 0.7334
H -0.5543 1.2898 7.4537 -0.2673 0.2501 0.2431
C -3.5716 6.0196 -4.0199 -1.0160 2.2555 1.2507
F -3.5538 -5.4916 -1.2591 -0.2499 0.3532 0.3608
H -1.5961 -1.2856 6.4649 -0.4766 -0.5145 0.2833
F -2.2544 -4.1082 -2.5498 1.1953 2.8108 0.3859
H 9.3321 -2.4638 -2.2476 -0.5702 0.1238 -0.2299
O -3.5357 3.5500 -3.9687 -0.7547 2.2952 1.2589
O -2.1932 4.4567 -2.4904 -2.6425 2.1019 -0.9551
B -3.0195 -5.2063 -2.5449 -0.7624 -1.2156 0.8422
H -5.6256 2.9868 -3.9473 0.2509 -0.0105 0.3932
C -4.3043 1.9508 -5.3349 -0.5270 -1.7255 0.0668
F 1.5948 -0.8804 7.4113 -0.2921 -0.8467 -1.6632
```
Positions in Å, forces in eV/Å.

- net charge = -1
- 2S+1 = 1
- E_HOMO (eV) = -7.429
- Kohn-Sham gap (eV) = 1.41
- lowest unoccupied orbital energy (eV) = -6.0
- molar mass (u) = 725.20

Let us look at the Löwdin charges, expressed in e, one per atom:
1 H 0.09
2 C -0.28
3 O 0.07
4 H 0.18
5 H 0.07
6 H 0.11
7 H 0.07
8 H 0.12
9 H 0.11
10 H 0.07
11 O 0.05
12 H 0.09
13 O 0.09
14 C -0.25
15 F 0.09
16 B -1.39
17 F 0.22
18 F 0.13
19 C -0.25
20 F 0.10
21 F 0.11
22 O -0.08
23 F 0.16
24 N -0.46
25 C 0.03
26 H 0.09
27 C -0.52
28 F 0.11
29 F 0.11
30 C -0.20
31 Tl 0.99
32 F 0.14
33 H 0.08
34 C -0.06
35 F 0.15
36 F 0.14
37 H 0.11
38 C -0.61
39 F 0.08
40 H 0.19
41 F 0.16
42 H 0.10
43 O -0.09
44 O 0.03
45 B -1.43
46 H 0.13
47 C -0.08
48 F 0.14

---

[4]
Formula: C5H6HgO3
Source: OMol25
Level of theory: wB97M-V/def2-TZVPD

Geometry as XYZ:
```
15
Properties=species:S:1:pos:R:3:forces:R:3
H 0.7279 -1.8388 -1.3781 0.0284 0.2062 0.1154
O -1.7002 -0.7833 1.2302 -0.2646 0.4268 -0.6238
O -1.1245 0.8003 -0.2645 -0.2736 0.0905 -0.6892
C 0.4554 -0.9971 -0.7245 0.4756 -0.2328 0.0641
C -0.7548 -0.1817 -1.2014 -0.2980 0.0946 -0.0611
H -0.5048 0.3547 -2.1222 -0.0369 -0.1776 0.1805
H -1.5707 -0.8876 -1.3968 0.1798 0.1468 0.0809
H 2.9901 0.1431 1.1605 -0.1814 0.2432 -0.1934
H 3.2278 0.8877 -0.5652 -0.2448 -0.0171 0.2003
Hg -1.8635 2.2449 2.9011 1.7407 3.1960 5.3253
O -2.4162 1.3336 1.3959 -2.6033 -2.2311 -4.7417
C 2.6107 0.3224 0.1461 0.0723 -0.5426 0.0319
C -1.8268 0.3650 0.8300 1.4946 -1.4186 0.5394
H 0.1766 -1.4756 0.2596 -0.2819 0.1136 0.0696
C 1.5730 -0.2877 -0.2707 0.1932 0.1022 -0.2984
```
Positions in Å, forces in eV/Å.

- net charge = +1
- 2S+1 = 2
- E_HOMO (spin up / spin down) (eV) = -12.181 / -14.086
- Kohn-Sham gap (spin up / spin down) (eV) = 5.90 / 7.81
- energy relative to the best compared isomer or geometry (same formula, charge and spin) (kcal per mole) = 5.1
- lowest unoccupied orbital energy (spin up / spin down) (eV) = -6.3 / -6.3
- ⟨S²⟩ = 0.75
- molar mass (u) = 314.69

Let us look at the Löwdin charges, expressed in e, one per atom:
1 H 0.17
2 O 0.08
3 O 0.00
4 C -0.10
5 C -0.14
6 H 0.15
7 H 0.15
8 H 0.14
9 H 0.14
10 Hg 1.02
11 O -0.34
12 C 0.16
13 C -0.75
14 H 0.19
15 C 0.13

---

Among the records above, which one has the highest molar mass?
C47H46N6P2PbSe4

---

Among the records above, which one has the highest 2S+1?
C5H6HgO3